*1*
{"formula": "C5H6O3", "method": "wB97M-V/def2-TZVPD", "elements": ["C", "C", "C", "C", "C", "H", "H", "H", "H", "H", "H", "O", "O", "O"], "xyz": [[-0.48, -1.59, -0.38], [0.44, -0.78, 0.59], [1.11, 0.72, 0.38], [-0.28, 1.49, -1.07], [-0.16, 0.55, 0.97], [-1.46, -1.54, 0.30], [0.05, -2.64, -0.52], [-0.77, -1.03, -1.27], [0.97, -1.32, 1.37], [2.03, 0.97, 0.60], [-0.62, 0.88, 1.93], [0.88, 1.19, -0.91], [-0.71, 2.08, -2.02], [-1.01, 1.02, 0.02]], "lowdin_charge": [-0.036, -0.126, -0.066, -0.643, -0.293, 0.130, 0.114, 0.070, 0.126, 0.109, 0.182, 0.191, 0.160, 0.083], "smiles": "C[C@H]1[C@H]2OC(=O)O[C@@H]12", "e_homo_ev": -9.78, "homo_lumo_gap_ha": 0.386, "lumo_energy_ha": 0.0264, "molar_mass_g_mol": 114.10}

*2*
{"formula": "C5H6O3", "method": "wB97M-V/def2-TZVPD", "elements": ["C", "C", "C", "C", "C", "H", "H", "H", "H", "H", "H", "O", "O", "O"], "xyz": [[-0.25, 0.68, -0.60], [-0.72, -0.74, -0.86], [0.38, -0.31, 0.20], [1.65, -0.18, 0.05], [2.82, -0.14, -0.33], [-0.90, 1.54, 1.07], [0.74, 0.95, -1.12], [-0.27, -1.21, -1.76], [-2.55, 0.05, -0.91], [-0.86, -1.08, 1.46], [4.02, 0.28, -0.38], [-0.95, 1.74, 0.07], [-1.96, -0.91, -0.17], [-0.03, -0.38, 1.45]], "lowdin_charge": [-0.267, -0.174, -0.618, -0.149, 0.134, 0.142, 0.168, 0.158, 0.339, 0.205, 0.132, -0.008, -0.098, 0.034], "e_homo_ev": -8.85, "homo_lumo_gap_ha": 0.310, "lumo_energy_ha": -0.0148, "molar_mass_g_mol": 114.10}

*3*
{"formula": "C5H6O3", "method": "wB97M-V/def2-TZVPD", "elements": ["C", "C", "C", "C", "C", "O", "O", "O", "H", "H", "H", "H", "H", "H"], "xyz": [[-0.64, -1.48, -0.28], [0.96, 0.46, 0.03], [-0.37, -0.10, 0.21], [1.21, 1.60, -0.62], [-1.34, 0.61, 0.81], [-1.92, -1.89, -0.09], [1.96, -0.28, 0.60], [0.14, -2.22, -0.86], [-1.92, -2.78, -0.47], [2.82, 0.08, 0.32], [0.40, 2.18, -1.07], [2.21, 1.99, -0.73], [-2.34, 0.22, 0.96], [-1.16, 1.62, 1.19]], "lowdin_charge": [-0.465, -0.384, -0.166, 0.072, 0.143, 0.089, 0.053, 0.109, 0.138, 0.114, 0.068, 0.062, 0.080, 0.086], "smiles": "C=C(O)C(=C)C(=O)O", "e_homo_ev": -9.13, "homo_lumo_gap_ha": 0.344, "lumo_energy_ha": 0.0086, "molar_mass_g_mol": 114.10}

*3* (212.9 kJ/mol below the next structure)

*1*
{"formula": "C5H12N3S", "method": "wB97M-V/def2-TZVPD", "elements": ["C", "C", "C", "C", "C", "N", "N", "N", "S", "H", "H", "H", "H", "H", "H", "H", "H", "H", "H", "H", "H"], "xyz": [[0.80, 1.10, 1.39], [1.46, 1.98, 0.54], [-0.31, 0.28, 1.20], [-0.97, -0.01, -0.07], [-2.42, -0.31, -0.08], [-0.89, -0.26, 2.30], [-0.28, 0.00, -1.17], [2.35, -0.30, -1.35], [2.80, 2.87, 0.99], [1.17, 1.12, 2.42], [1.08, 2.14, -0.47], [-2.96, 0.33, 0.61], [-2.59, -1.35, 0.22], [-2.83, -0.19, -1.08], [-1.60, -0.97, 2.23], [-0.50, -0.08, 3.21], [-0.77, -0.17, -2.04], [0.82, -0.03, -1.21], [2.91, 0.46, -0.98], [2.61, -0.43, -2.32], [2.61, -1.14, -0.85]], "lowdin_charge": [-0.131, -0.694, -0.246, -0.213, 0.011, 0.149, 0.235, 0.068, 0.707, 0.109, 0.050, 0.111, 0.114, 0.101, 0.108, 0.125, 0.145, 0.050, 0.045, 0.078, 0.079], "total_charge": 1, "e_homo_ev": [-11.86, -11.86], "homo_lumo_gap_ha": [0.241, 0.241], "lumo_energy_ha": [-0.1947, -0.1946], "molar_mass_g_mol": 146.24}

*2*
{"formula": "C5H12N3S", "method": "wB97M-V/def2-TZVPD", "elements": ["C", "C", "C", "C", "C", "N", "N", "N", "S", "H", "H", "H", "H", "H", "H", "H", "H", "H", "H", "H", "H"], "xyz": [[-0.25, -0.71, 0.45], [-0.40, -1.39, -0.65], [0.65, 1.97, 1.07], [-0.39, -0.85, 1.89], [-0.85, -2.83, -0.59], [0.40, 1.14, 0.14], [1.10, 3.20, 0.87], [0.17, 0.64, -2.53], [-0.19, -1.03, -2.37], [0.49, 1.69, 2.10], [0.56, -0.72, 2.41], [-0.74, -1.86, 2.10], [-1.13, -0.15, 2.29], [-0.11, -3.46, -1.10], [-1.80, -2.94, -1.11], [-0.96, -3.19, 0.43], [1.28, 3.53, -0.07], [1.29, 3.83, 1.63], [0.98, 0.74, -3.14], [0.49, 1.28, -0.86], [-0.61, 1.12, -2.95]], "lowdin_charge": [-0.066, -0.569, -0.244, -0.060, -0.101, 0.144, 0.155, -0.332, 0.980, 0.140, 0.098, 0.095, 0.098, 0.088, 0.090, 0.081, 0.127, 0.123, 0.053, 0.045, 0.056], "total_charge": 1, "e_homo_ev": -12.47, "homo_lumo_gap_ha": 0.348, "lumo_energy_ha": -0.1099, "molar_mass_g_mol": 146.24}

*1* (100.1 kJ/mol below the next structure)

*1*
{"formula": "C4H6N2S2", "method": "wB97M-V/def2-TZVPD", "elements": ["C", "C", "C", "C", "H", "H", "H", "H", "H", "H", "N", "N", "S", "S"], "xyz": [[-1.33, 0.09, -0.08], [-0.33, -0.79, 0.64], [1.59, 0.26, -0.09], [-0.35, -0.79, -0.84], [-1.45, 2.26, 1.11], [-2.34, -0.31, -0.15], [-0.83, -1.42, 1.40], [1.11, 0.04, 1.91], [1.09, -0.08, -2.12], [-0.61, -1.74, -1.29], [0.91, -0.25, 0.98], [0.85, -0.25, -1.17], [-1.30, 1.87, -0.19], [2.99, 1.11, -0.11]], "lowdin_charge": [-0.554, -0.243, -0.908, -0.283, -0.128, 0.093, 0.157, 0.129, 0.135, 0.157, 0.053, 0.043, 0.763, 0.586], "smiles": "S=C1N[C@@H]2[C@H](S)[C@@H]2N1", "e_homo_ev": -8.37, "homo_lumo_gap_ha": 0.328, "lumo_energy_ha": 0.0207, "molar_mass_g_mol": 146.24}

*2*
{"formula": "C4H6N2S2", "method": "wB97M-V/def2-TZVPD", "elements": ["C", "C", "C", "C", "H", "H", "H", "H", "H", "H", "N", "N", "S", "S"], "xyz": [[0.22, -2.04, 0.72], [0.52, 1.17, 0.30], [-0.74, 1.93, 0.74], [0.02, -0.56, -1.55], [-0.42, -2.88, 1.34], [1.11, -2.19, 0.17], [0.99, 1.70, -0.62], [1.23, 0.81, 1.13], [-1.36, 1.67, -0.23], [-0.05, -1.68, -1.48], [-0.49, -0.93, 0.65], [0.07, -0.05, -0.25], [-1.38, 2.65, 2.01], [0.27, 0.38, -2.92]], "lowdin_charge": [0.002, -0.239, -0.710, -0.629, 0.138, 0.065, 0.123, 0.149, 0.095, 0.073, 0.005, -0.330, 0.696, 0.562], "smiles": "C=NN(C=S)CC=S", "e_homo_ev": -8.73, "homo_lumo_gap_ha": 0.307, "lumo_energy_ha": -0.0139, "molar_mass_g_mol": 146.24}

*1* (314.8 kJ/mol below the next structure)

*1*
{"formula": "C4H6N2S2", "method": "wB97M-V/def2-TZVPD", "elements": ["C", "C", "C", "C", "H", "H", "H", "H", "H", "H", "N", "N", "S", "S"], "xyz": [[2.03, -0.16, -0.21], [-0.94, 0.45, -0.27], [-1.68, -0.64, 0.46], [-0.69, -0.95, -0.58], [1.95, 1.80, -0.38], [0.15, 1.17, 1.35], [-1.58, 0.99, -1.08], [-2.76, -0.79, 0.29], [-1.28, -1.02, 1.57], [-1.09, -1.50, -1.45], [1.34, 1.11, -0.26], [0.15, 1.39, 0.37], [3.61, -0.42, 0.08], [0.79, -1.43, 0.11]], "lowdin_charge": [-1.080, -0.273, -0.163, -0.639, 0.052, 0.097, 0.167, 0.107, 0.152, 0.122, -0.112, 0.002, 0.618, 0.951], "smiles": "S=C1NN[C@@H]2C[C@@H]2S1", "e_homo_ev": -8.61, "homo_lumo_gap_ha": 0.321, "lumo_energy_ha": 0.0050, "molar_mass_g_mol": 146.24}

*2*
{"formula": "C4H6N2S2", "method": "wB97M-V/def2-TZVPD", "elements": ["C", "C", "C", "C", "H", "H", "H", "H", "H", "H", "N", "N", "S", "S"], "xyz": [[-0.94, -0.44, 0.78], [0.28, -1.16, 0.49], [1.33, 0.02, 0.02], [-0.59, 1.02, 0.28], [-2.71, 0.59, -0.42], [-1.27, -0.62, 1.77], [0.61, -1.69, 1.49], [-0.03, -1.90, -0.42], [1.06, 2.08, 0.48], [-1.13, 2.67, -0.70], [0.71, 1.24, 0.38], [-1.56, 1.82, -0.27], [-2.38, -0.89, -0.41], [2.93, -0.31, -0.37]], "lowdin_charge": [-0.570, -0.225, -0.697, -0.407, -0.052, 0.084, 0.153, 0.138, 0.099, 0.077, 0.100, 0.044, 0.623, 0.633], "smiles": "[H]/N=C1\\NC(=S)C[C@@H]1S", "e_homo_ev": -8.82, "homo_lumo_gap_ha": 0.307, "lumo_energy_ha": -0.0175, "molar_mass_g_mol": 146.24}

*3*
{"formula": "C4H6N2S2", "method": "wB97M-V/def2-TZVPD", "elements": ["C", "C", "C", "C", "H", "H", "H", "H", "H", "H", "N", "N", "S", "S"], "xyz": [[-0.83, 1.33, -0.13], [0.48, -0.64, -0.02], [0.54, -1.69, 0.72], [1.59, 0.02, -0.75], [-2.84, -1.13, 0.66], [-1.69, 1.74, -0.69], [0.12, 3.01, 0.36], [-0.30, -2.03, 1.29], [1.56, -2.09, 0.85], [1.19, 0.75, -1.45], [-0.78, -0.05, -0.31], [0.14, 1.93, 0.50], [-2.29, -0.78, -0.60], [3.10, -0.37, -0.44]], "lowdin_charge": [-0.357, -0.488, 0.051, -0.633, -0.100, 0.104, 0.100, 0.065, 0.058, 0.061, -0.494, 0.088, 0.800, 0.746], "smiles": "[H]/N=C/N(S)C(=C)C=S", "e_homo_ev": -8.75, "homo_lumo_gap_ha": 0.304, "lumo_energy_ha": -0.0170, "molar_mass_g_mol": 146.24}

*3* (8.4 kJ/mol below the next structure)

*1*
{"formula": "C4H6N2S2", "method": "wB97M-V/def2-TZVPD", "elements": ["C", "C", "C", "C", "N", "N", "S", "S", "H", "H", "H", "H", "H", "H"], "xyz": [[2.14, -0.69, 0.61], [2.08, -1.94, 1.12], [0.15, -1.18, 0.12], [-1.61, 1.85, -0.52], [0.95, -0.22, 0.08], [-1.90, 0.69, -1.31], [0.55, -2.64, 0.85], [-2.06, -0.77, -0.57], [2.92, 0.05, 0.91], [2.86, -2.37, 1.83], [-2.15, 1.85, 0.38], [-0.48, 1.78, -0.32], [-1.97, 2.66, -1.00], [-1.48, 0.93, -2.17]], "lowdin_charge": [-0.257, -0.449, -0.733, -0.200, -0.019, -0.555, 0.982, 0.773, 0.118, 0.095, 0.051, 0.095, 0.036, 0.064], "e_homo_ev": -8.55, "homo_lumo_gap_ha": 0.326, "lumo_energy_ha": 0.0113, "molar_mass_g_mol": 146.24}

*2*
{"formula": "C4H6N2S2", "method": "wB97M-V/def2-TZVPD", "elements": ["C", "C", "C", "C", "H", "H", "H", "H", "H", "H", "N", "N", "S", "S"], "xyz": [[-0.13, 1.32, 1.32], [0.19, 1.66, -0.16], [0.64, -1.58, 0.57], [-1.16, 1.10, 0.25], [0.45, 0.63, 1.90], [-0.15, 2.29, 2.04], [0.19, 2.67, -0.54], [2.52, -0.65, 0.80], [0.93, -2.58, 1.20], [-2.01, 1.76, 0.11], [1.60, -0.72, 0.42], [-0.58, -1.60, 0.23], [1.25, 0.37, -0.92], [-1.65, -0.55, -0.45]], "lowdin_charge": [-0.166, -0.517, -0.501, -0.550, 0.071, 0.149, 0.093, 0.091, 0.165, 0.085, -0.283, -0.383, 0.905, 0.839], "smiles": "C1=NS[C@H]2C[C@H]2SN1", "e_homo_ev": -7.61, "homo_lumo_gap_ha": 0.301, "lumo_energy_ha": 0.0213, "molar_mass_g_mol": 146.24}

*1* (47.4 kJ/mol below the next structure)

*1*
{"formula": "C4H6N2S2", "method": "wB97M-V/def2-TZVPD", "elements": ["C", "C", "C", "C", "N", "N", "S", "S", "H", "H", "H", "H", "H", "H"], "xyz": [[1.20, -1.37, 0.50], [1.38, -0.15, 1.11], [2.15, -0.39, -1.19], [-2.77, 0.34, 0.10], [1.63, -1.49, -0.79], [-1.65, 1.05, -0.07], [2.22, 0.92, -0.02], [-0.76, 1.13, -1.44], [0.93, -2.30, 0.90], [1.24, 0.36, 2.04], [-3.38, 0.40, 1.00], [-3.46, 0.08, -0.76], [2.58, -0.12, -2.17], [-1.31, 1.52, 0.79]], "lowdin_charge": [-0.260, -0.391, -0.531, -0.075, -0.020, -0.605, 0.882, 0.534, 0.086, 0.039, 0.067, 0.091, 0.078, 0.104], "smiles": "C=[NH+][S-].c1cscn1", "e_homo_ev": [-7.96, -7.96], "homo_lumo_gap_ha": [0.285, 0.285], "lumo_energy_ha": [-0.0077, -0.0078], "molar_mass_g_mol": 146.24}

*2*
{"formula": "C4H6N2S2", "method": "wB97M-V/def2-TZVPD", "elements": ["C", "C", "C", "C", "H", "H", "H", "H", "H", "H", "N", "N", "S", "S"], "xyz": [[0.43, -0.35, -0.29], [0.72, 1.10, -0.14], [-0.45, 1.81, -0.03], [-1.54, 0.75, 0.13], [3.41, -2.06, -0.66], [1.77, 1.32, -0.31], [-0.55, 2.88, -0.01], [-2.42, 1.25, -0.53], [-2.04, 0.55, 1.20], [-0.99, -2.45, 1.27], [1.29, -1.30, -0.24], [-0.86, -0.59, -0.43], [2.90, -0.85, 0.10], [-1.67, -2.06, -0.07]], "lowdin_charge": [-0.634, -0.045, -0.048, -0.171, -0.047, 0.051, 0.101, 0.142, 0.138, -0.029, -0.359, -0.457, 0.647, 0.712], "smiles": "S/N=C1\\C=CCN1S", "e_homo_ev": -7.95, "homo_lumo_gap_ha": 0.305, "lumo_energy_ha": 0.0126, "molar_mass_g_mol": 146.24}

*1* (68.2 kJ/mol below the next structure)